No. 1
{"formula": "C28H21Br2F5N2O2PTeZn", "method": "the ωB97M-V functional and the def2-TZVPD basis", "species": ["Zn", "C", "C", "C", "C", "C", "C", "Br", "C", "C", "Br", "C", "O", "C", "N", "H", "H", "H", "H", "H", "H", "F", "Te", "F", "F", "F", "F", "O", "N", "P", "C", "C", "C", "C", "C", "C", "C", "C", "C", "C", "C", "C", "C", "C", "C", "C", "C", "C", "H", "H", "H", "H", "H", "H", "H", "H", "H", "H", "H", "H", "H", "H", "H"], "positions_angstrom": [[-0.201390, 0.042764, -0.664092], [-3.657933, -0.056773, 0.373094], [-2.913443, 1.218077, 0.610687], [-3.520244, 2.421549, 0.945139], [-2.781566, 3.590242, 0.979231], [-1.410721, 3.584558, 0.675927], [-0.576605, 4.752845, 0.569325], [-1.487432, 6.426025, 0.393619], [0.781526, 4.813225, 0.666317], [1.678004, 3.757459, 0.928371], [3.409544, 4.219556, 1.581064], [1.499247, 2.403522, 0.707448], [2.076741, 1.398177, 1.037640], [-0.886082, 2.319287, 0.385494], [-1.599531, 1.195905, 0.376536], [-4.729901, 0.104947, 0.454653], [-3.339749, -0.829171, 1.074004], [-3.424356, -0.417186, -0.629692], [-4.586211, 2.449224, 1.118993], [-3.265635, 4.528806, 1.205302], [1.222453, 5.801604, 0.645640], [-3.394357, 2.505096, -2.810334], [-1.382076, 2.481716, -2.478718], [-1.503244, 2.029477, -4.308408], [0.375283, 3.085350, -3.079359], [-1.673418, 4.367199, -2.826786], [-0.250329, 0.548573, -2.586516], [0.335928, 2.162596, -0.211726], [-0.162674, -1.740656, -0.247348], [1.026640, -2.497196, -0.911559], [1.164223, -2.346300, -2.730250], [2.348167, -2.229059, -3.450289], [2.302888, -2.004959, -4.818974], [1.083661, -1.905793, -5.470909], [-0.100070, -2.052740, -4.761826], [-0.057426, -2.271111, -3.396345], [0.841997, -4.286416, -0.632350], [1.656543, -5.212527, -1.277608], [1.498119, -6.565838, -1.024114], [0.529271, -6.995160, -0.126097], [-0.283667, -6.072094, 0.516239], [-0.129114, -4.717158, 0.261159], [2.692646, -2.115071, -0.270516], [3.287007, -2.928505, 0.690311], [4.508919, -2.575622, 1.242268], [5.136006, -1.404916, 0.842492], [4.536097, -0.578906, -0.097848], [3.310907, -0.923874, -0.642653], [3.300668, -2.300797, -2.940095], [3.226014, -1.891360, -5.373563], [1.055297, -1.702300, -6.533696], [-1.052825, -1.971780, -5.267925], [-0.966360, -2.358534, -2.813269], [2.411677, -4.866479, -1.973937], [2.128693, -7.289538, -1.525278], [0.409006, -8.053063, 0.071287], [-1.036865, -6.410908, 1.216474], [-0.742948, -3.961752, 0.736692], [2.788092, -3.837594, 1.001038], [4.967251, -3.213598, 1.987874], [6.090054, -1.129181, 1.273801], [5.023369, 0.337894, -0.402406], [2.826929, -0.273659, -1.363630]], "atomic_forces_ev_per_a": [[-0.009, -0.088, -0.066], [0.076, 0.027, 0.077], [0.015, -0.029, -0.032], [0.005, 0.042, 0.022], [0.164, -0.230, 0.034], [0.105, -0.171, 0.080], [0.228, 0.411, -0.011], [0.000, -0.017, -0.036], [-0.323, -0.187, 0.145], [0.262, 0.005, -0.087], [-0.079, 0.032, 0.086], [0.221, -0.238, 0.239], [-0.001, 0.070, -0.227], [-0.328, 0.382, 0.407], [0.259, 0.390, -0.069], [-0.026, -0.051, 0.013], [-0.013, -0.005, 0.011], [-0.073, -0.045, 0.001], [-0.021, -0.012, 0.009], [-0.005, 0.038, -0.077], [-0.013, 0.023, -0.014], [0.834, -0.440, 0.695], [-0.244, 2.168, -4.043], [-0.013, -0.010, 0.612], [-0.447, -0.443, 0.680], [-0.080, -0.804, 0.482], [-0.409, 0.167, 0.623], [-0.463, -0.091, 0.428], [0.512, -0.576, -0.140], [-0.269, -0.102, 0.310], [-0.060, -0.010, 0.196], [-0.069, -0.063, 0.054], [0.102, -0.014, -0.034], [-0.008, -0.009, -0.036], [0.001, -0.051, 0.017], [0.064, -0.035, -0.026], [0.194, 0.041, -0.110], [-0.098, -0.028, 0.081], [0.065, -0.031, -0.052], [-0.019, -0.006, 0.023], [-0.013, -0.062, 0.005], [0.030, 0.076, -0.019], [-0.159, -0.117, -0.087], [0.033, 0.028, -0.102], [-0.024, -0.013, 0.056], [0.017, 0.005, -0.016], [0.060, 0.065, -0.022], [-0.008, -0.156, -0.018], [0.017, 0.044, -0.031], [-0.003, 0.005, -0.014], [0.001, -0.006, -0.012], [-0.007, 0.022, -0.007], [-0.040, 0.071, -0.055], [0.009, -0.041, -0.028], [0.007, -0.003, -0.007], [-0.005, -0.010, 0.003], [-0.015, 0.005, 0.002], [-0.037, -0.023, 0.023], [0.052, -0.030, 0.026], [0.009, 0.011, 0.005], [0.007, 0.012, -0.009], [-0.047, 0.046, 0.042], [0.080, 0.058, -0.001]], "mulliken_charge": [-0.58, -1.29, 0.39, -0.74, -0.75, 0.66, 0.16, -0.27, -0.30, -0.34, -0.24, 0.36, -0.66, 0.89, -0.38, 0.42, 0.28, 0.23, 0.36, 0.36, 0.41, -0.53, 1.87, -0.39, -0.49, -0.43, -0.65, -0.21, 0.07, 1.66, 0.32, 0.01, -0.76, -0.48, -0.65, -0.48, -0.29, -0.23, -0.70, -0.39, -0.62, -0.29, 0.43, -0.48, -0.65, -0.58, -0.82, -0.32, 0.43, 0.40, 0.37, 0.40, 0.26, 0.36, 0.39, 0.37, 0.38, 0.49, 0.36, 0.40, 0.37, 0.41, 0.66], "orbital_gap_ev": 6.75, "multiplicity": 1, "e_homo_ha": -0.172, "charge": -1, "e_above_lowest_kj_mol": 117.8, "lumo_energy_ev": 2.1}

No. 2
{"formula": "C28H21CaCl5N4S2", "method": "the ωB97M-V functional and the def2-TZVPD basis", "species": ["Ca", "S", "C", "C", "C", "C", "C", "C", "N", "C", "C", "C", "C", "C", "C", "C", "C", "N", "C", "C", "C", "C", "C", "S", "C", "H", "H", "H", "H", "H", "H", "H", "H", "H", "H", "H", "H", "Cl", "C", "C", "C", "Cl", "C", "Cl", "C", "Cl", "C", "Cl", "N", "C", "C", "N", "H", "H", "H", "H", "H", "H", "H", "H", "H"], "positions_angstrom": [[-0.218485, -0.686374, 0.365866], [0.313267, -3.238688, -4.917146], [0.061271, -4.136120, -6.347789], [-1.260772, -4.252965, -6.657896], [-2.096844, -3.608782, -5.736071], [-1.404022, -2.995564, -4.716334], [-1.935168, -2.271753, -3.599414], [-1.088518, -1.841747, -2.554965], [-1.493451, -1.259647, -1.451462], [-2.807956, -1.004422, -1.298464], [-3.734261, -1.290276, -2.337269], [-5.099777, -0.897927, -2.210876], [-5.534898, -0.272659, -1.097315], [-4.647824, -0.029999, -0.008520], [-5.091475, 0.622413, 1.135449], [-4.216821, 0.855176, 2.190554], [-2.909284, 0.339736, 2.055727], [-2.450229, -0.248119, 0.965709], [-3.282293, -0.416698, -0.082656], [-4.642132, 1.649853, 3.312815], [-3.943698, 2.030216, 4.435718], [-4.673974, 2.887893, 5.272878], [-5.915578, 3.164066, 4.783273], [-6.230335, 2.374823, 3.308428], [-3.282491, -1.947578, -3.481370], [0.901241, -4.530928, -6.886629], [-1.613496, -4.786088, -7.520416], [-3.167311, -3.612685, -5.823374], [-0.025216, -2.001158, -2.661500], [-5.766273, -1.099712, -3.034748], [-6.556478, 0.056808, -0.992347], [-6.115983, 0.957249, 1.199291], [-2.216473, 0.414116, 2.887704], [-2.942528, 1.703307, 4.654539], [-4.304544, 3.284185, 6.200557], [-6.664652, 3.804568, 5.203006], [-3.988605, -2.189591, -4.259518], [1.696531, -2.317881, -0.903732], [2.660623, -1.111329, -0.156226], [2.048923, -0.336768, 0.827039], [2.927400, 0.499700, 1.502760], [2.306405, 1.362675, 2.876066], [4.290905, 0.618936, 1.237950], [5.319709, 1.641127, 2.172819], [4.826744, -0.115974, 0.179647], [6.484050, 0.037942, -0.233117], [4.001208, -1.002453, -0.521355], [4.644997, -1.919914, -1.820635], [1.626525, 4.400960, 2.758952], [0.174447, 4.492296, 2.429408], [-0.108212, 3.757224, 1.100836], [-0.472814, 2.360466, 1.248944], [1.820393, 4.696377, 3.721125], [2.177336, 5.003250, 2.134554], [1.953599, 3.400989, 2.655302], [-0.104100, 5.545264, 2.361387], [-0.398891, 4.033405, 3.239438], [0.786958, 3.826658, 0.473691], [-0.915376, 4.262488, 0.573968], [-1.418925, 2.275100, 1.610832], [0.158843, 1.897208, 1.898703]], "atomic_forces_ev_per_a": [[0.118, 0.185, 0.400], [-0.563, -0.041, -0.166], [-0.093, 0.104, 0.170], [0.404, -0.135, -0.198], [0.211, 0.329, 0.508], [0.570, -0.534, -0.814], [-0.584, 0.471, 0.549], [-0.078, -0.311, -0.662], [-0.264, -0.131, -0.316], [-0.777, -0.166, -0.735], [0.465, 0.111, 0.460], [-0.273, 0.186, 0.315], [0.034, -0.184, -0.370], [0.528, -0.081, 0.023], [0.663, -0.117, 0.304], [0.062, -0.347, -0.753], [-0.452, 0.168, 0.276], [-0.306, 0.050, 0.136], [-0.995, 0.210, -0.019], [-0.397, 0.572, 0.740], [-0.153, -0.300, -0.591], [-0.309, 0.246, 0.148], [0.081, -0.063, -0.076], [0.662, -0.115, 0.241], [0.712, -0.036, 0.185], [0.141, -0.065, -0.085], [-0.075, -0.108, -0.172], [-0.240, 0.029, 0.032], [0.009, -0.004, 0.041], [-0.108, -0.023, -0.069], [-0.149, -0.019, -0.066], [-0.108, -0.013, -0.097], [0.007, 0.057, 0.029], [0.190, -0.106, 0.066], [0.050, 0.087, 0.168], [-0.181, 0.106, 0.186], [-0.053, -0.036, -0.117], [-0.520, -0.900, -0.579], [0.857, 1.132, 0.839], [1.108, 0.195, 0.316], [0.277, -0.660, -0.812], [-0.311, 0.278, 0.843], [0.022, 0.105, 0.035], [-0.180, -0.050, -0.095], [-0.019, -0.115, -0.074], [-0.189, -0.027, 0.038], [0.186, 0.009, -0.144], [-0.056, -0.029, 0.084], [0.357, -0.167, 0.113], [-0.716, 0.027, -0.469], [0.160, 0.170, 0.160], [-0.091, -0.579, 0.083], [0.026, -0.025, -0.140], [-0.053, -0.249, 0.147], [0.041, 0.646, 0.088], [0.170, -0.059, 0.087], [0.188, 0.103, -0.030], [-0.112, 0.043, -0.115], [0.076, 0.081, -0.002], [0.124, 0.072, -0.028], [-0.091, 0.025, -0.014]], "mulliken_charge": [1.91, -0.14, -0.34, -0.61, -0.47, 0.30, 0.77, -0.53, -0.87, 0.21, 1.03, -0.98, -1.13, 0.99, -0.60, 0.88, -0.99, -0.83, -0.38, 0.37, -0.54, -0.60, -0.38, -0.16, -0.61, 0.46, 0.42, 0.35, 0.57, 0.46, 0.47, 0.51, 0.66, 0.43, 0.42, 0.47, 0.42, -0.36, 1.53, -2.23, 1.59, -0.29, -0.62, -0.16, 0.64, -0.14, -0.65, -0.15, -0.04, -0.62, -0.76, -0.12, 0.40, 0.40, -0.09, 0.39, 0.40, 0.39, 0.40, 0.05, 0.10], "orbital_gap_ev": 6.75, "multiplicity": 1, "e_homo_ha": -0.459, "charge": 2, "e_above_lowest_kj_mol": 36.8, "lumo_energy_ev": -5.7}

Strongest force on any atom readings, ordered: 4.6, 1.6 eV/A